Record 1
18
Properties=species:S:1:pos:R:3:forces:R:3 method="wB97M-V/def2-TZVPD" lumo_energy_ha="-0.626 / -0.756" multiplicity=7 charge=+4 homo_ev="-23.922 / -26.382" s2=12.0417
Ir -0.37761 -0.58543 -3.31331 -1.41 -0.45 7.00
V -0.07183 -0.29927 0.17608 -0.54 -2.79 -4.18
Cl -0.09451 -2.14199 -1.45979 0.04 0.25 -1.51
Cl -1.20949 0.89305 -1.50348 0.03 0.02 -1.30
C 1.17112 0.91904 0.72708 7.24 8.04 3.10
C 0.14557 -2.04669 -4.33160 3.00 -7.83 -6.15
C -0.47425 0.94891 -4.36568 0.07 8.32 -6.58
O 1.96989 1.74116 0.98203 -4.10 -4.38 -1.34
O 0.49764 -3.00677 -4.89755 -2.00 5.36 3.23
O -0.49932 1.93747 -4.99268 0.05 -5.64 3.71
S -3.01031 -1.39374 3.21718 0.67 -1.19 1.50
C -1.41389 -2.02625 3.59643 -3.58 0.16 1.17
C -0.48523 -1.58865 2.69741 0.20 2.42 -3.61
N -1.05187 -0.77309 1.68387 -1.93 -1.21 3.69
C -2.41531 -0.59759 1.84904 2.56 -0.92 0.45
H -1.21480 -2.66246 4.44191 -0.15 -0.29 0.47
H 0.57781 -1.81474 2.65685 -0.01 -0.08 0.31
H -3.02591 -0.05687 1.13781 -0.15 0.21 0.05


Record 2
18
Properties=species:S:1:pos:R:3:forces:R:3 method="wB97M-V/def2-TZVPD" lumo_energy_ha=0.162 charge=-2 e_above_lowest_kj_mol=0.0 homo_ev=-0.730
K -0.05705 -1.28159 -1.43341 0.50 0.36 0.21
Cl 1.44113 1.69529 -0.74819 0.16 -0.01 0.03
C 3.04006 1.30347 -0.12707 -0.55 0.15 -0.12
C 4.06383 2.11151 -0.57270 0.19 -0.09 0.13
C 5.35981 1.88173 -0.12417 -0.06 0.03 -0.06
C 5.57214 0.83492 0.75906 -0.07 0.03 -0.02
C 4.51076 0.05357 1.17541 0.32 -0.34 0.40
Cl 4.91463 -1.24325 2.29587 -0.06 0.16 -0.14
C 3.17210 0.22117 0.77400 -0.19 -0.13 -0.16
S 1.87327 -0.79212 1.27813 0.13 0.14 -0.01
H 3.82746 2.90368 -1.26861 0.07 0.04 -0.02
H 6.18398 2.49521 -0.46221 0.01 0.02 -0.02
H 6.55743 0.59954 1.13651 0.05 0.05 -0.03
O -3.05398 -3.70085 -3.37702 0.05 0.05 -0.08
S -1.96594 -2.79577 -3.01948 -0.06 0.04 -1.07
O -2.44280 -1.63988 -2.21734 -0.10 -0.04 0.12
O -0.88302 -3.49107 -2.27944 -0.09 -0.14 0.03
S -1.06783 -1.96771 -4.74172 -0.31 -0.32 0.79


Record 3
14
Properties=species:S:1:pos:R:3:forces:R:3 method="wB97M-V/def2-TZVPD" lumo_energy_ha=-0.011 charge=0 smiles="C=C(Cl)c1cnc(Cl)nc1Cl" homo_ev=-10.045
C -0.26557 -2.51717 -0.22137 0.21 1.97 0.10
C 0.61644 -1.47736 -0.43107 -1.42 -1.25 1.32
Cl 2.29785 -1.69581 -0.97749 -1.11 -0.05 0.46
C 0.25614 -0.03634 -0.08899 0.90 -0.85 -0.75
C -0.46394 0.65826 -1.06425 -0.45 0.74 0.81
N -0.93942 1.91327 -0.87055 0.61 0.29 1.14
C -0.54157 2.48353 0.29637 -0.34 -0.46 -0.90
Cl -1.17325 4.08702 0.84533 0.46 -1.50 -1.10
N 0.26438 1.94056 1.17905 0.62 -0.72 1.32
C 0.65920 0.68065 1.06407 -1.35 -0.54 -0.87
Cl 1.39925 -0.22003 2.41970 -0.37 1.20 -1.18
H -0.02057 -3.57285 -0.23038 0.39 0.19 -0.52
H -1.35875 -2.34270 0.05915 1.81 0.24 -0.27
H -0.73021 0.09896 -1.97956 0.04 0.73 0.45


no.,strongest force on any atom (eV/Å)
1,11.3
2,1.1
3,2.3